The following is a quantum chemistry calculation of a 9-piece molecular cluster, C56H131N9O9 overall, from the OMol25 dataset.

CARTESIAN COORDINATES (ANGSTROEM)
C  -29.22  -8.82  -5.61
C  -28.82  -10.30  -5.87
C  -28.54  -10.69  -7.36
O  -28.15  -12.00  -7.62
C  -29.26  -12.94  -7.52
N  -27.66  -10.53  -5.09
H  -29.44  -8.47  -4.60
H  -30.05  -8.46  -6.23
H  -28.40  -8.19  -5.96
H  -29.61  -10.95  -5.50
H  -27.76  -10.01  -7.72
H  -29.39  -10.51  -8.02
H  -28.87  -13.90  -7.87
H  -30.08  -12.72  -8.20
H  -29.70  -13.12  -6.53
H  -27.36  -11.50  -5.05
H  -26.92  -10.12  -5.64
C  -26.61  -6.97  -3.46
C  -25.21  -6.87  -3.91
C  -25.02  -6.51  -5.37
O  -25.83  -7.23  -6.33
C  -25.46  -7.04  -7.70
N  -24.48  -5.93  -3.14
H  -26.73  -7.36  -2.45
H  -27.07  -7.82  -3.98
H  -27.27  -6.12  -3.66
H  -24.69  -7.82  -3.78
H  -23.98  -6.61  -5.69
H  -25.25  -5.45  -5.47
H  -24.50  -7.50  -7.92
H  -25.51  -5.99  -8.00
H  -26.19  -7.54  -8.34
H  -24.82  -5.93  -2.19
H  -23.50  -6.15  -3.06
C  -22.83  -14.69  0.14
C  -22.62  -13.16  -0.06
C  -23.97  -12.40  -0.39
O  -24.40  -12.59  -1.73
C  -25.05  -11.48  -2.25
N  -22.07  -12.50  1.08
H  -23.54  -15.05  0.88
H  -21.94  -15.22  0.49
H  -23.11  -15.08  -0.84
H  -21.89  -12.97  -0.84
H  -24.05  -11.34  -0.19
H  -24.76  -12.78  0.26
H  -24.42  -10.60  -2.08
H  -26.02  -11.24  -1.81
H  -25.23  -11.55  -3.33
H  -21.83  -11.58  0.74
H  -21.20  -12.84  1.47
C  -21.28  -10.85  -15.24
C  -20.69  -10.78  -13.82
C  -20.06  -12.05  -13.41
O  -19.41  -12.08  -12.14
C  -20.16  -12.73  -11.13
N  -19.63  -9.78  -13.93
H  -22.13  -10.18  -15.39
H  -21.67  -11.83  -15.49
H  -20.65  -10.64  -16.10
H  -21.41  -10.49  -13.05
H  -19.35  -12.36  -14.18
H  -20.71  -12.91  -13.51
H  -19.39  -12.96  -10.39
H  -20.76  -13.60  -11.36
H  -20.72  -11.93  -10.63
H  -18.96  -9.70  -13.18
H  -19.02  -10.16  -14.64
C  -19.85  -16.19  -3.52
C  -19.09  -15.31  -2.59
C  -17.69  -15.78  -2.16
O  -16.80  -15.86  -3.26
C  -15.43  -16.33  -3.16
N  -19.04  -13.97  -3.20
H  -20.87  -15.93  -3.80
H  -20.09  -17.16  -3.08
H  -19.41  -16.34  -4.51
H  -19.60  -15.23  -1.63
H  -17.68  -16.83  -1.87
H  -17.30  -15.21  -1.31
H  -14.94  -15.98  -2.25
H  -14.86  -15.93  -4.00
H  -15.41  -17.42  -3.23
H  -18.28  -14.04  -3.87
H  -19.89  -13.88  -3.72
C  -18.81  -5.15  -10.92
C  -18.44  -6.26  -9.90
C  -18.66  -7.55  -10.78
C  -18.02  -8.88  -10.30
C  -16.53  -8.62  -9.98
C  -16.24  -7.41  -8.97
N  -17.03  -6.18  -9.47
O  -16.82  -4.98  -8.71
C  -16.59  -7.89  -7.50
C  -14.70  -7.14  -9.07
C  -19.53  -6.24  -8.78
H  -19.04  -4.19  -10.47
H  -19.67  -5.43  -11.53
H  -18.02  -4.99  -11.65
H  -19.72  -7.65  -11.04
H  -18.27  -7.32  -11.77
H  -18.21  -9.69  -11.01
H  -18.47  -9.14  -9.34
H  -15.97  -8.41  -10.90
H  -16.05  -9.50  -9.56
H  -16.01  -8.76  -7.19
H  -16.49  -7.03  -6.84
H  -17.65  -8.13  -7.40
H  -14.37  -7.26  -10.11
H  -14.56  -6.07  -8.99
H  -14.07  -7.62  -8.33
H  -19.57  -7.17  -8.21
H  -20.56  -6.39  -9.10
H  -19.49  -5.41  -8.09
H  -16.46  -4.33  -9.31
C  -27.99  -17.21  -1.26
C  -26.68  -16.54  -0.83
C  -25.74  -17.65  -0.31
C  -25.03  -18.48  -1.38
C  -24.45  -17.50  -2.46
C  -25.36  -16.35  -3.04
N  -25.99  -15.74  -1.86
O  -26.58  -14.51  -2.14
C  -24.44  -15.30  -3.77
C  -26.22  -17.05  -4.08
C  -26.98  -15.66  0.47
H  -28.58  -16.44  -1.76
H  -28.49  -17.56  -0.35
H  -27.91  -18.06  -1.93
H  -24.89  -17.17  0.17
H  -26.21  -18.35  0.38
H  -25.74  -19.13  -1.89
H  -24.35  -19.15  -0.87
H  -24.15  -18.06  -3.35
H  -23.56  -17.12  -1.96
H  -23.92  -14.65  -3.06
H  -23.72  -15.80  -4.41
H  -25.01  -14.66  -4.44
H  -27.04  -16.41  -4.40
H  -25.53  -17.17  -4.92
H  -26.71  -17.93  -3.65
H  -27.48  -14.75  0.15
H  -26.12  -15.23  0.99
H  -27.67  -16.04  1.22
H  -25.95  -13.94  -1.71
C  -20.34  -11.39  -5.59
C  -21.45  -10.58  -4.97
C  -21.49  -9.19  -5.64
C  -21.99  -9.19  -7.05
C  -23.39  -10.01  -7.13
C  -23.27  -11.43  -6.58
N  -22.74  -11.31  -5.17
O  -22.86  -12.57  -4.54
C  -24.74  -12.09  -6.58
C  -22.33  -12.27  -7.57
C  -21.27  -10.37  -3.38
H  -20.10  -11.13  -6.62
H  -20.52  -12.46  -5.50
H  -19.45  -11.14  -5.01
H  -22.21  -8.58  -5.09
H  -20.45  -8.86  -5.62
H  -21.14  -9.53  -7.66
H  -22.14  -8.20  -7.47
H  -23.72  -9.87  -8.17
H  -24.14  -9.49  -6.53
H  -24.61  -13.18  -6.52
H  -25.26  -11.94  -5.63
H  -25.39  -11.76  -7.39
H  -21.54  -11.63  -7.97
H  -21.86  -13.11  -7.07
H  -22.93  -12.75  -8.34
H  -22.19  -10.05  -2.89
H  -20.41  -9.71  -3.29
H  -20.91  -11.34  -3.03
H  -23.43  -12.39  -3.80
C  -17.57  -9.75  -0.19
C  -17.06  -11.20  -0.47
C  -15.62  -11.32  0.05
C  -15.51  -11.61  1.56
C  -16.38  -12.78  1.97
C  -17.89  -12.59  1.59
N  -17.93  -12.31  0.10
O  -19.24  -12.18  -0.39
C  -18.67  -13.97  1.84
C  -18.49  -11.51  2.56
C  -16.99  -11.27  -2.05
H  -18.65  -9.73  -0.28
H  -17.27  -9.03  -0.95
H  -17.27  -9.54  0.83
H  -15.16  -12.06  -0.61
H  -15.16  -10.35  -0.15
H  -15.75  -10.69  2.10
H  -14.49  -11.97  1.70
H  -16.29  -12.81  3.06
H  -16.17  -13.75  1.52
H  -18.56  -14.73  1.07
H  -18.49  -14.36  2.84
H  -19.75  -13.82  1.84
H  -18.65  -11.86  3.58
H  -17.93  -10.57  2.61
H  -19.48  -11.23  2.18
H  -16.75  -12.27  -2.42
H  -16.14  -10.73  -2.46
H  -17.96  -10.99  -2.46
H  -19.18  -12.73  -1.18

E_HOMO: -7.923 eV
SMILES: CC1(C)CCCC(C)(C)N1O.CC1(C)CCCC(C)(C)N1O.CC1(C)CCCC(C)(C)N1O.CC1(C)CCCC(C)(C)N1O.COC[C@H](C)N.COC[C@H](C)N.COC[C@H](C)N.COC[C@H](C)N.COC[C@H](C)N
Net charge: 0
Maximum force: 2.85 eV/Å
Electronic energy: -92023.4610 eV
Energy relative to the best compared isomer or geometry (same formula, charge and spin): 107.61 kcal per mole
E_LUMO: 0.499 eV

Atomic partial charges in e from the Löwdin method, atoms 1 to 6:
1. C -0.0544
2. C -0.4231
3. C -0.2182
4. O -0.1878
5. C -0.0787
6. N 0.0472